# 1
A structure of composition C8H15N3, computed with the ωB97M-V functional and the def2-TZVPD basis.

Structure (XYZ):
```
26
Properties=species:S:1:pos:R:3:lowdin_spin:R:1
C 3.279 1.747 0.363 0.43
C 1.610 -1.910 0.963 0.01
C 2.033 1.918 -0.098 0.14
C -0.251 1.018 0.029 0.44
C -1.182 -0.104 0.024 0.07
C 1.077 0.857 0.000 0.42
C 1.951 -0.933 0.140 0.00
C -3.485 -0.667 -0.107 0.04
N -2.404 0.234 0.067 0.33
N 2.994 -0.897 -0.862 0.02
N -4.797 0.155 0.011 0.00
H 4.163 2.456 0.348 0.02
H 3.523 0.881 1.130 0.01
H 2.153 -2.749 1.138 0.00
H 0.788 -1.935 1.640 0.00
H 1.939 2.887 -0.559 0.00
H -0.564 1.983 0.063 0.02
H -0.667 -1.125 -0.255 0.00
H -3.327 -0.999 -1.072 0.01
H -3.704 -1.385 0.698 0.01
H 2.724 -1.120 -1.825 0.00
H 3.936 -1.424 -0.811 0.00
H 3.280 0.181 -1.132 0.02
H -5.021 0.296 1.046 0.00
H -5.523 -0.353 -0.418 0.00
H -4.524 0.987 -0.521 0.00
```

## Properties
* ΔE to the lowest compared entry with this formula, charge and spin: 0.915 eV
* spin multiplicity: 3
* <S²>: 2.03
* HOMO (alpha / beta): -12.9 / -16.8 eV
* net charge: +2
* LUMO level (alpha / beta): -0.21681 / -0.35651 Ha

***

# 2
A structure of composition C4H12N2O, computed with the ωB97M-V functional and the def2-TZVPD basis.

Structure (XYZ):
```
19
Properties=species:S:1:pos:R:3:mulliken_charge:R:1
C 0.498 -0.075 0.056 1.52
C -0.783 0.552 0.502 -0.59
C 0.542 -0.718 -1.319 -1.65
C 1.246 -0.828 1.131 -1.36
N 0.887 1.437 0.056 -0.61
N -1.648 1.104 -0.486 -0.63
O -1.659 -0.964 0.715 -0.78
H -1.735 -1.623 0.017 0.28
H -0.816 0.938 1.520 0.51
H 0.569 2.357 0.331 0.25
H 1.435 1.648 -0.771 0.16
H -2.037 0.241 -0.924 0.37
H -2.415 1.605 -0.054 0.27
H -0.017 -0.146 -2.055 0.49
H 1.322 -0.239 2.042 0.37
H 1.579 -0.763 -1.655 0.43
H 0.118 -1.718 -1.256 0.33
H 0.666 -1.721 1.359 0.28
H 2.247 -1.086 0.788 0.36
```

## Properties
* ΔE to the lowest compared entry with this formula, charge and spin: 4.124 eV
* HOMO: -8.6 eV
* LUMO level: 0.03272 Ha

***

# 3
A structure of composition C35H51BBrLiN9O4Si, computed with the ωB97M-V functional and the def2-TZVPD basis.

Structure (XYZ):
```
103
Properties=species:S:1:pos:R:3:lowdin_spin:R:1
Li -0.265 1.538 -0.893 0.00
C -1.572 -0.099 2.133 0.01
C -2.403 -0.034 0.907 0.11
C -3.702 -0.440 0.715 0.01
C -4.001 -0.095 -0.599 0.15
N -2.913 0.468 -1.156 0.01
N -1.916 0.511 -0.272 0.28
B -2.603 0.999 -2.622 0.00
N -1.343 0.280 -3.141 0.00
C -1.315 -0.666 -4.103 0.00
C -0.006 -1.017 -4.322 0.00
C 0.731 -0.218 -3.432 0.00
C 2.217 -0.116 -3.309 0.00
N -0.083 0.535 -2.704 0.00
N -2.408 2.515 -2.523 0.00
C -3.306 3.494 -2.768 0.00
C -2.753 4.686 -2.373 0.00
C -1.489 4.340 -1.859 0.00
C -0.452 5.238 -1.269 0.00
N -1.300 3.033 -1.944 0.00
N -3.745 0.712 -3.593 0.00
C -3.806 1.207 -4.851 0.00
C -4.868 0.617 -5.488 0.00
C -5.415 -0.258 -4.529 0.00
C -6.598 -1.161 -4.663 0.00
N -4.729 -0.199 -3.398 0.00
H -1.638 -1.089 2.584 0.00
H -0.533 0.125 1.912 0.00
H -1.939 0.628 2.860 0.00
H -4.358 -0.907 1.428 0.00
H -4.880 -0.249 -1.200 0.01
H -2.221 -1.006 -4.575 0.00
H 0.373 -1.723 -5.039 0.00
H 2.700 -0.693 -4.097 0.00
H 2.539 0.922 -3.402 0.00
H 2.567 -0.485 -2.347 0.00
H -4.261 3.275 -3.214 0.00
H -3.187 5.667 -2.450 0.00
H -0.415 6.187 -1.803 0.00
H -0.671 5.458 -0.223 0.00
H 0.530 4.769 -1.315 0.00
H -3.083 1.927 -5.196 0.00
H -5.204 0.785 -6.497 0.00
H -7.020 -1.094 -5.665 0.00
H -6.320 -2.199 -4.480 0.00
H -7.378 -0.894 -3.949 0.00
C 2.909 -4.025 -1.180 0.00
C 2.182 -4.026 0.173 0.00
C 0.682 -3.972 -0.162 0.00
C 2.480 -5.360 0.876 0.00
Si 2.746 -2.538 1.252 0.00
Br 1.645 -0.765 0.364 0.00
C 4.610 -2.111 1.061 0.00
C 5.486 -3.354 1.289 0.00
C 5.032 -1.041 2.078 0.00
C 4.934 -1.536 -0.326 0.00
C 2.150 -2.634 3.080 0.00
C 0.715 -3.176 3.143 0.00
C 2.125 -1.262 3.773 0.00
C 3.047 -3.571 3.906 0.00
H 2.496 -4.829 -1.798 0.00
H 3.979 -4.206 -1.088 0.00
H 2.760 -3.089 -1.720 0.00
H 0.426 -4.864 -0.743 0.00
H 0.441 -3.101 -0.772 0.00
H 0.039 -3.958 0.714 0.00
H 2.239 -6.183 0.195 0.00
H 1.876 -5.499 1.773 0.00
H 3.529 -5.466 1.155 0.00
H 5.313 -3.817 2.262 0.00
H 6.539 -3.058 1.250 0.00
H 5.337 -4.113 0.522 0.00
H 5.001 -1.406 3.103 0.00
H 4.414 -0.145 2.008 0.00
H 6.066 -0.747 1.870 0.00
H 4.707 -2.222 -1.139 0.00
H 6.006 -1.317 -0.370 0.00
H 4.398 -0.605 -0.509 0.00
H 0.030 -2.581 2.536 0.00
H 0.366 -3.132 4.180 0.00
H 0.643 -4.215 2.822 0.00
H 1.527 -0.535 3.226 0.00
H 3.116 -0.841 3.914 0.00
H 1.679 -1.384 4.765 0.00
H 3.107 -4.576 3.487 0.00
H 2.633 -3.662 4.915 0.00
H 4.061 -3.185 4.008 0.00
O -2.061 2.436 0.927 0.37
C -0.900 2.897 1.164 0.03
O 0.170 2.523 0.660 0.00
C -0.862 4.001 2.198 0.02
C 0.344 4.639 2.468 0.00
C 0.407 5.655 3.410 0.00
C -0.734 6.040 4.095 0.00
C -1.921 5.388 3.813 0.00
C -2.013 4.376 2.876 0.00
N -3.139 5.788 4.544 0.00
O -3.047 6.715 5.322 0.00
O -4.162 5.180 4.310 0.00
H 1.223 4.322 1.924 0.00
H 1.347 6.149 3.613 0.00
H -0.720 6.827 4.835 0.00
H -2.958 3.895 2.676 0.00
```

## Properties
* ΔE to the lowest compared entry with this formula, charge and spin: 0.000 eV
* spin multiplicity: 2
* <S²>: 0.76
* HOMO (alpha / beta): -8.8 / -8.8 eV
* LUMO level (alpha / beta): -0.01273 / -0.09842 Ha

***

# 4
A cluster of 14 separate species, C56H149N9O19 in total, computed with the ωB97M-V functional and the def2-TZVPD basis.

Structure (XYZ):
```
233
Properties=species:S:1:pos:R:3:mulliken_charge:R:1
C 6.507 9.278 -11.090 -1.36
C 7.441 9.223 -9.960 0.54
C 7.090 8.376 -8.701 -0.68
O 5.875 8.912 -8.126 -0.33
C 5.090 8.111 -7.146 -0.70
N 8.617 8.684 -10.548 -0.62
H 6.288 8.246 -11.364 0.38
H 6.847 9.934 -11.892 0.35
H 5.549 9.679 -10.760 0.31
H 7.748 10.210 -9.615 0.25
H 7.768 8.377 -7.848 0.36
H 7.048 7.321 -8.972 0.30
H 4.354 8.891 -6.948 0.23
H 5.684 7.681 -6.339 0.27
H 4.614 7.335 -7.745 0.30
H 8.447 7.834 -11.066 0.21
H 9.514 8.605 -10.091 0.20
C -12.952 2.304 6.872 -1.33
C -11.732 2.063 5.970 0.39
C -10.762 0.853 6.057 -0.65
O -9.796 0.877 4.987 -0.31
C -8.770 -0.111 4.933 -0.78
N -12.312 2.023 4.673 -0.78
H -13.454 1.336 6.845 0.31
H -13.703 3.035 6.574 0.37
H -12.597 2.507 7.883 0.33
H -11.110 2.955 5.899 0.27
H -11.406 -0.025 6.098 0.31
H -10.147 0.836 6.957 0.39
H -8.115 -0.083 5.804 0.30
H -8.104 -0.011 4.076 0.27
H -9.113 -1.144 4.995 0.32
H -12.811 1.164 4.490 0.25
H -11.508 1.733 4.134 0.32
C 1.595 0.672 2.282 -1.38
C 0.269 0.226 1.676 0.56
C 0.123 0.430 0.150 -0.68
O 0.359 1.814 -0.062 -0.29
C 0.329 2.324 -1.416 -0.76
N 0.189 -1.174 2.123 -0.69
H 2.407 0.289 1.665 0.30
H 1.837 0.307 3.280 0.43
H 1.560 1.762 2.295 0.30
H -0.437 0.901 2.158 0.19
H -0.823 -0.005 -0.173 0.35
H 0.768 -0.247 -0.412 0.38
H 1.239 2.128 -1.984 0.29
H 0.239 3.410 -1.383 0.25
H -0.511 1.944 -1.998 0.30
H -0.687 -1.618 1.889 0.22
H 0.330 -1.188 3.123 0.23
C 10.591 4.727 3.560 -1.47
C 10.593 4.642 5.102 0.62
C 11.111 5.804 5.954 -0.74
O 12.467 6.046 5.788 -0.34
C 12.714 7.249 5.030 -0.72
N 9.168 4.406 5.335 -0.77
H 10.618 3.699 3.200 0.41
H 11.468 5.093 3.027 0.34
H 9.714 5.151 3.072 0.36
H 11.168 3.778 5.435 0.25
H 10.863 5.634 7.002 0.31
H 10.502 6.605 5.537 0.31
H 13.607 7.013 4.451 0.22
H 13.076 7.947 5.785 0.30
H 11.883 7.691 4.479 0.34
H 8.985 3.724 4.613 0.32
H 8.594 5.205 5.108 0.27
C 4.000 9.563 0.367 -1.05
C 3.565 8.468 1.276 -0.19
O 4.674 8.116 2.052 -0.51
H 4.264 10.504 0.850 0.33
H 3.235 9.678 -0.401 0.31
H 4.967 9.348 -0.088 0.31
H 3.198 7.613 0.708 0.26
H 2.658 8.711 1.829 0.23
H 5.044 8.873 2.511 0.30
C -6.570 3.677 -0.945 -0.95
C -6.611 2.851 -2.229 -0.21
O -7.788 2.959 -2.987 -0.54
H -6.697 4.743 -1.131 0.27
H -5.599 3.638 -0.452 0.31
H -7.442 3.493 -0.317 0.28
H -6.276 1.846 -1.974 0.29
H -5.821 3.111 -2.934 0.24
H -8.242 2.146 -3.219 0.30
C -4.821 10.971 -4.159 -1.11
C -4.401 9.586 -4.647 -0.13
O -3.007 9.641 -4.730 -0.52
H -4.529 11.719 -4.896 0.31
H -4.387 11.268 -3.205 0.30
H -5.871 11.083 -3.888 0.34
H -4.780 9.492 -5.665 0.20
H -4.899 8.781 -4.107 0.31
H -2.733 10.458 -5.154 0.30
C -2.313 -0.947 -7.591 -1.10
C -1.660 -2.077 -6.760 -0.17
O -0.279 -1.660 -6.572 -0.50
H -3.400 -0.964 -7.662 0.33
H -1.820 -1.066 -8.556 0.31
H -1.868 -0.062 -7.136 0.33
H -1.722 -3.088 -7.164 0.23
H -2.143 -2.361 -5.825 0.28
H -0.214 -1.098 -7.347 0.30
C 2.952 -3.877 8.612 -1.05
C 1.451 -4.372 9.034 -0.16
O 0.484 -3.670 8.271 -0.52
H 2.984 -2.789 8.673 0.29
H 3.228 -3.955 7.561 0.31
H 3.757 -4.322 9.198 0.32
H 1.411 -4.057 10.077 0.20
H 1.164 -5.415 8.903 0.31
H -0.366 -4.090 8.420 0.31
C -5.875 -8.699 8.552 -0.56
O -5.998 -7.746 9.633 -0.43
C -6.881 -7.941 10.677 -0.72
C -6.617 -9.208 11.357 -0.55
N -7.311 -10.356 10.696 -0.29
C -7.611 -11.527 11.576 -0.92
C -8.918 -11.410 12.335 -0.17
O -9.163 -12.523 13.159 -0.32
C -10.289 -12.345 13.976 -0.74
H -5.422 -8.041 7.811 0.24
H -6.925 -8.949 8.405 0.30
H -5.341 -9.616 8.803 0.21
H -7.881 -7.971 10.245 0.40
H -6.926 -7.112 11.384 0.30
H -6.860 -9.346 12.411 0.55
H -5.571 -9.507 11.298 0.34
H -8.102 -9.858 10.314 0.19
H -6.698 -11.801 12.105 0.35
H -7.635 -12.280 10.789 0.34
H -9.749 -11.233 11.652 0.31
H -8.725 -10.527 12.944 0.28
H -10.474 -13.294 14.478 0.26
H -11.174 -12.204 13.355 0.31
H -10.211 -11.568 14.737 0.30
C -0.367 4.167 -12.421 -0.76
O -0.847 3.136 -13.296 -0.31
C -1.274 3.625 -14.651 -0.40
C -2.167 2.498 -15.136 -0.66
N -2.531 2.505 -16.557 -0.26
C -1.397 2.372 -17.511 -0.73
C -0.525 1.076 -17.412 -0.31
O 0.333 0.661 -18.432 -0.42
C 0.955 -0.618 -18.205 -0.74
H 0.676 4.329 -12.693 0.27
H -0.533 3.711 -11.445 0.26
H -0.901 5.108 -12.284 0.31
H -0.349 3.845 -15.184 0.32
H -1.893 4.520 -14.712 0.32
H -3.078 2.606 -14.546 0.37
H -1.804 1.525 -14.805 0.29
H -3.485 2.218 -16.722 0.23
H -0.795 3.281 -17.519 0.26
H -1.849 2.465 -18.498 0.45
H -1.131 0.209 -17.148 0.33
H 0.196 1.165 -16.600 0.28
H 0.255 -1.412 -18.464 0.31
H 1.402 -0.681 -17.213 0.29
H 1.681 -0.887 -18.972 0.28
C 8.513 0.740 -4.950 -0.72
O 8.485 -0.270 -3.882 -0.33
C 7.153 -0.450 -3.393 -0.58
C 7.054 -1.917 -2.775 -0.94
N 7.452 -3.005 -3.585 -0.37
C 6.717 -2.999 -4.812 -0.39
C 7.381 -4.003 -5.785 -0.66
O 8.726 -3.689 -5.853 -0.28
C 9.423 -4.767 -6.596 -0.83
H 8.175 1.690 -4.536 0.33
H 7.872 0.483 -5.794 0.29
H 9.547 0.824 -5.284 0.25
H 6.424 -0.322 -4.193 0.39
H 6.739 0.178 -2.603 0.43
H 6.013 -1.983 -2.457 0.43
H 7.555 -1.841 -1.810 0.37
H 8.347 -2.616 -3.847 0.36
H 6.811 -2.033 -5.307 0.11
H 5.655 -3.057 -4.573 0.42
H 7.019 -3.943 -6.812 0.39
H 7.239 -5.025 -5.432 0.42
H 10.433 -4.835 -6.192 0.27
H 9.369 -4.590 -7.670 0.30
H 9.076 -5.797 -6.502 0.33
C -0.301 -12.370 0.653 -0.78
O -0.604 -13.746 0.888 -0.32
C 0.544 -14.626 0.725 -0.40
C 0.172 -16.102 1.186 -0.74
N -0.537 -16.755 0.066 -0.32
C 0.239 -17.712 -0.699 -0.66
C -0.645 -18.555 -1.536 -0.58
O -1.291 -19.561 -0.665 -0.34
C -2.328 -20.420 -1.226 -0.75
H -1.118 -11.727 0.983 0.28
H -0.341 -12.128 -0.409 0.30
H 0.518 -11.945 1.233 0.31
H 1.367 -14.312 1.366 0.36
H 0.864 -14.595 -0.316 0.28
H -0.491 -16.117 2.051 0.39
H 1.027 -16.673 1.549 0.39
H -1.241 -17.409 0.377 0.27
H 0.888 -18.330 -0.079 0.37
H 0.905 -17.138 -1.344 0.34
H 0.002 -19.045 -2.264 0.40
H -1.346 -17.904 -2.060 0.35
H -2.071 -20.940 -2.149 0.29
H -3.116 -19.700 -1.450 0.30
H -2.771 -21.254 -0.682 0.27
C -0.557 4.905 9.407 -0.74
O -1.272 6.095 9.342 -0.30
C -0.680 7.102 8.544 -0.63
C -1.376 8.466 8.770 -0.62
N -1.255 8.718 10.205 -0.38
C -1.747 10.028 10.534 -0.63
C -1.188 11.190 9.711 -0.48
O -1.743 12.451 10.094 -0.37
C -1.485 13.530 9.153 -0.69
H -1.000 4.114 10.013 0.24
H 0.382 5.176 9.890 0.34
H -0.516 4.446 8.419 0.28
H -0.709 6.818 7.492 0.40
H 0.358 7.058 8.873 0.32
H -2.394 8.646 8.425 0.43
H -0.782 9.149 8.162 0.32
H -1.939 8.102 10.621 0.25
H -1.835 10.240 11.600 0.40
H -2.807 9.996 10.282 0.37
H -1.400 11.042 8.653 0.32
H -0.103 11.283 9.763 0.34
H -1.713 14.398 9.772 0.26
H -2.254 13.585 8.382 0.28
H -0.472 13.528 8.751 0.30
```

## Properties
* ΔE to the lowest compared entry with this formula, charge and spin: 4.098 eV
* HOMO: -8.7 eV
* LUMO level: 0.01507 Ha

***

Computed E_tot (eV) in order:
-12985.203, -9367.069, -137529.012, -112779.596